Molecular formula: C44H57BaCl3N4O3SeSi
Method: DFT, the ωB97M-V functional and the def2-TZVPD basis

```
114
Properties=species:S:1:pos:R:3:forces:R:3:lowdin_charge:R:1
Ba -0.15478 0.29795 -1.13452 -0.3 -1.0 0.4 1.58
C 0.24736 -3.47136 4.36453 0.0 -0.1 0.0 -0.09
C 0.80623 -2.08003 4.04123 0.1 0.1 0.0 -0.38
C 2.06450 -1.85922 4.88471 0.0 0.0 0.0 -0.07
C -0.25174 -1.00007 4.23941 0.0 0.1 -0.1 -0.16
C -0.92055 -1.01277 5.46030 0.0 0.0 0.0 -0.09
C -2.04726 -0.24757 5.70249 0.1 0.0 -0.1 -0.13
C -2.51057 0.55091 4.66090 0.0 0.0 0.0 -0.09
C -1.86775 0.63187 3.43915 0.1 0.1 0.0 -0.16
C -2.47493 1.54065 2.39156 -0.2 0.0 0.0 -0.36
C -1.55614 2.68756 1.97248 0.1 0.0 0.0 -0.07
C -2.95636 0.70743 1.20792 0.1 0.1 0.0 -0.08
C -0.66119 -0.10689 3.18575 0.0 0.0 0.1 -0.24
N 0.00069 0.04445 1.99484 0.4 0.1 0.0 -0.07
C 1.39879 0.11859 2.13350 -0.3 -0.2 0.0 -0.25
C 2.34060 -0.06492 1.18719 0.0 -0.4 -0.5 -0.25
N 2.12752 -0.48772 -0.13646 0.1 0.0 0.2 -0.23
C 3.25487 -0.59661 -0.92096 -0.1 -0.1 0.0 -0.24
C 4.29225 0.37735 -0.95335 0.1 0.1 0.0 -0.15
C 5.46746 0.12075 -1.64862 0.0 0.0 0.0 -0.08
C 5.64913 -1.03566 -2.39012 -0.1 0.0 0.0 -0.12
C 4.58922 -1.93057 -2.46716 0.0 0.1 0.0 -0.07
C 3.40428 -1.72458 -1.77785 0.1 -0.1 -0.1 -0.15
C 2.28861 -2.74523 -1.91010 0.1 0.1 0.1 -0.40
C 1.95782 -3.04843 -3.36952 0.0 0.0 0.0 -0.08
C 2.60953 -4.03272 -1.14993 0.1 0.0 0.0 -0.07
C 4.08184 1.77263 -0.38577 -0.1 0.0 0.0 -0.39
C 4.08148 2.80940 -1.51354 0.0 0.0 0.0 -0.07
C 5.10730 2.15189 0.68150 0.0 0.0 0.0 -0.07
H 0.95578 -4.24644 4.06007 0.0 0.0 0.0 0.08
H -0.69924 -3.65819 3.85718 0.0 0.0 0.0 0.05
H 0.06530 -3.59296 5.43540 0.0 0.0 0.0 0.07
H 1.10316 -2.06630 2.99241 0.0 0.0 0.0 0.11
H 1.80812 -1.78661 5.94586 0.0 0.0 0.0 0.07
H 2.58012 -0.94439 4.59959 0.0 0.0 0.0 0.06
H 2.76305 -2.69198 4.76682 0.0 0.0 0.0 0.07
H -0.56738 -1.68947 6.23381 0.0 0.0 0.0 0.10
H -2.55720 -0.27968 6.65702 0.0 0.0 0.0 0.08
H -3.40520 1.15183 4.80047 0.0 0.0 0.0 0.10
H -3.36088 1.99634 2.85248 0.0 0.0 0.0 0.12
H -0.63207 2.31018 1.53421 0.0 0.0 0.0 0.05
H -1.28109 3.29396 2.83878 0.0 0.0 0.0 0.08
H -2.05391 3.33491 1.24914 0.0 0.0 0.0 0.06
H -2.10917 0.11669 0.87129 -0.1 -0.1 -0.2 0.00
H -3.34549 1.31064 0.38470 0.1 0.1 0.0 0.07
H -3.73391 0.00486 1.50737 0.0 0.0 0.0 0.06
H 1.78349 0.38489 3.11581 0.0 0.0 0.1 0.09
H 3.37885 0.00003 1.51270 0.0 0.2 0.0 0.09
H 6.24904 0.87517 -1.64539 0.0 0.0 0.0 0.10
H 6.57210 -1.21499 -2.92746 0.0 0.0 0.0 0.08
H 4.68972 -2.82057 -3.07884 0.0 0.0 0.0 0.10
H 1.41960 -2.31673 -1.40797 -0.1 0.0 -0.1 0.07
H 2.78535 -3.57720 -3.84979 0.0 0.0 0.0 0.07
H 1.77478 -2.13831 -3.94186 0.0 0.0 0.0 0.08
H 1.07715 -3.68987 -3.43962 0.0 0.0 0.0 0.03
H 3.48539 -4.52343 -1.58518 0.0 0.0 0.0 0.07
H 1.76788 -4.72849 -1.18964 0.0 0.0 0.0 0.06
H 2.83305 -3.81257 -0.10429 0.0 0.0 0.0 0.08
H 3.09675 1.80028 0.08414 0.1 0.0 -0.1 0.11
H 5.05798 2.86547 -2.00164 0.0 0.0 0.0 0.07
H 3.84349 3.80247 -1.12491 0.0 0.0 0.0 0.06
H 3.34308 2.56418 -2.27912 0.0 0.0 0.0 0.08
H 6.12339 2.12228 0.27734 0.0 0.0 0.0 0.07
H 5.06345 1.47028 1.53146 0.0 0.0 0.0 0.07
H 4.92499 3.16514 1.04810 0.0 0.0 0.0 0.07
O -0.42930 -0.76564 -3.84145 -0.2 0.0 0.3 -0.19
H -0.47648 -1.70850 -3.63620 0.0 -0.1 0.0 -0.02
H -1.38263 -0.51413 -3.91979 0.1 0.1 0.0 0.00
Cl -5.92728 -0.82666 -3.65650 0.0 0.1 0.0 0.56
C -4.97791 -0.05486 -2.35515 -0.3 0.1 0.1 -1.47
Cl -5.56417 -0.67389 -0.80675 0.0 0.0 0.0 0.64
Cl -5.23073 1.70773 -2.39068 0.0 -0.1 0.0 0.60
C -3.44327 -0.30701 -2.59022 0.0 -0.1 -0.1 -0.85
O -3.09455 -0.04630 -3.74491 0.3 0.0 -0.2 -0.05
O -2.78361 -0.69648 -1.61654 0.1 0.1 0.2 -0.19
C -2.13643 4.04009 -1.68739 0.0 0.0 -0.1 -0.28
Si -0.32791 3.36400 -1.80201 0.0 0.8 -0.2 0.42
C 0.62245 4.58643 -0.67241 0.0 0.0 0.1 -0.29
C 0.13228 4.02560 -3.55303 0.0 0.0 -0.1 -0.33
C -0.54109 3.53691 -4.68315 0.0 0.0 0.0 -0.12
C -0.23511 3.96169 -5.96701 0.0 0.0 0.0 -0.11
C 0.77701 4.89290 -6.17365 0.0 0.0 0.0 -0.13
C 1.47142 5.38329 -5.07840 0.0 0.0 0.0 -0.12
C 1.14860 4.95617 -3.79372 0.0 0.0 0.0 -0.12
H -2.14154 5.12020 -1.50177 0.0 0.0 0.0 0.01
H -2.72558 3.55976 -0.90372 0.0 0.0 0.1 -0.03
H -2.66158 3.85832 -2.62880 0.0 0.0 0.0 0.00
H 0.43327 5.63308 -0.93838 0.0 0.0 0.0 0.01
H 1.70029 4.41370 -0.70560 0.0 0.0 0.0 -0.02
H 0.31111 4.43886 0.36517 0.0 0.0 0.0 0.00
H -1.32065 2.79187 -4.55552 0.0 0.0 0.0 0.09
H -0.77961 3.55544 -6.81215 0.0 0.0 0.0 0.09
H 1.02545 5.22177 -7.17597 0.0 0.0 0.0 0.08
H 2.27069 6.10342 -5.22229 0.0 0.0 0.0 0.09
H 1.70759 5.35756 -2.95675 0.0 0.0 0.0 0.08
C -0.61640 -2.98670 0.92309 0.1 0.0 -0.2 0.00
N -2.00554 -3.21048 0.56974 0.1 0.0 0.1 -0.05
C -2.47969 -3.64539 -0.61401 0.0 0.1 0.0 -0.77
Se -1.52438 -4.15033 -2.10355 -0.1 0.0 0.1 0.60
N -3.83449 -3.66422 -0.49914 -0.1 -0.1 -0.1 0.11
C -4.23047 -3.21843 0.75216 0.0 -0.1 -0.1 -0.22
C -5.47001 -3.03133 1.33986 0.0 0.0 0.0 -0.08
C -5.48312 -2.52382 2.63086 0.1 0.0 0.1 -0.10
C -4.29706 -2.21243 3.31010 -0.2 -0.1 -0.1 -0.07
C -3.05813 -2.41016 2.72230 0.0 0.0 0.0 0.01
C -3.05607 -2.92771 1.43710 0.0 0.0 -0.1 -0.14
H 0.00630 -3.21908 0.06207 0.0 0.0 0.0 0.04
H -0.33434 -3.63755 1.74814 0.0 0.0 0.0 0.09
H -0.48180 -1.93977 1.21697 0.1 0.0 0.1 0.06
H -4.41949 -3.82126 -1.30286 0.0 0.0 0.1 0.14
H -6.38539 -3.24294 0.80383 0.0 0.0 0.0 0.10
H -6.43429 -2.34440 3.11603 0.0 0.0 0.0 0.09
H -4.33940 -1.77628 4.29886 0.0 0.0 0.0 0.10
H -2.14462 -2.11159 3.22322 -0.1 -0.1 0.0 0.09
```
Positions in Å, forces in eV/Å.

## Properties
- total energy (hartree) = -6252.77713
- ΔE to the lowest compared entry with this formula, charge and spin (kJ/mol) = 10.7
- charge = -2
- lowest unoccupied orbital energy (eV) = 3.89
- frontier orbital gap (eV) = 4.4773